Record 1
The following is a quantum chemistry calculation of a molecular structure, C32H35N4O2SSiZn, from the OMol25 dataset.

Output
lowest unoccupied orbital energy	2.4	eV
frontier orbital gap	7.8	eV
highest occupied orbital energy	-5.381	eV
total charge	-1

The geometry in XYZ format:
```
76
Properties=species:S:1:pos:R:3:forces:R:3
Zn 0.61350 -1.48741 0.82780 -0.34 -0.18 0.17
S -0.20395 2.65661 3.20301 0.06 -0.08 0.00
Si -2.81774 -1.18719 0.02827 -0.07 0.00 -0.02
O -1.29174 -1.36896 0.39809 0.16 0.02 -0.05
O 2.69559 -4.74332 -0.86430 -0.02 -0.04 -0.02
N 1.12436 -1.00601 -1.41400 0.03 0.00 0.07
N 0.46785 1.18641 1.18473 0.03 -0.01 -0.05
N 1.11094 -3.25758 -0.06589 0.15 -0.01 -0.02
N 3.49312 -2.25209 1.24822 0.00 -0.03 -0.03
C 1.45810 0.21249 -3.43614 0.02 -0.04 -0.02
C -0.15763 2.30958 0.66963 -0.04 -0.01 0.04
C -1.44570 3.94434 -2.54596 0.00 -0.01 0.00
C -0.41866 2.53876 -0.68334 -0.04 -0.03 -0.03
C 4.34020 -1.92113 2.22016 0.03 -0.02 0.00
C 3.20284 -3.54160 1.08330 -0.03 0.08 0.03
C 1.51207 0.09031 -2.05949 -0.01 -0.03 0.01
C 0.50637 1.21395 2.47346 -0.02 0.05 0.07
C 0.55890 -1.99912 -3.49496 0.02 -0.02 -0.03
C -0.95276 5.33215 -2.97678 0.00 -0.01 -0.01
C -3.09447 -1.11555 -1.84506 0.05 0.03 -0.04
C -0.57991 3.24131 1.62144 -0.05 0.03 0.04
C 4.63078 -4.18594 2.88464 0.00 -0.01 0.02
C 1.35501 0.39403 4.65459 0.01 0.02 0.01
C 4.92845 -2.84238 3.06980 0.00 0.02 -0.02
C -0.81740 2.91329 -3.48383 -0.03 0.02 0.02
C 3.76666 -4.54284 1.86798 0.01 -0.06 0.04
C 2.27186 -3.90188 -0.05320 0.00 -0.01 -0.06
C 1.74077 -0.63431 5.49469 0.00 -0.02 -0.04
C 1.03346 -1.17433 2.79007 0.12 0.26 -0.16
C 0.39848 -3.32323 -1.32164 -0.01 0.06 -0.01
C 0.69117 -2.05864 -2.11084 0.02 -0.01 0.05
C -1.08401 3.68409 -1.08291 -0.02 0.01 0.00
C -3.89636 -2.60612 0.65151 -0.01 -0.04 0.03
C -1.48883 4.60780 -0.10171 -0.01 0.00 0.03
C -1.24702 4.40077 1.24097 0.00 -0.01 -0.05
C 1.75566 -1.93605 5.00197 -0.03 0.03 0.00
C 0.94677 -0.85464 -4.16373 -0.01 0.03 -0.01
C -2.97246 3.87320 -2.69762 0.01 0.00 0.01
C 1.41586 -2.18387 3.67992 -0.03 -0.07 0.00
C -3.59410 0.38253 0.73795 0.03 0.01 0.05
C 0.99909 0.12037 3.32980 -0.03 -0.02 0.03
H -3.34615 2.90862 -2.34919 0.00 0.00 -0.01
H 0.17692 -2.85882 -4.03082 0.02 -0.01 0.01
H 2.04222 -2.75534 5.65262 0.01 -0.01 -0.01
H -1.17299 1.90244 -3.27930 0.00 -0.01 0.00
H -2.39256 -0.40798 -2.29871 -0.01 0.02 -0.01
H 1.87181 0.90174 -1.43626 0.04 -0.03 0.01
H -4.94763 -2.45428 0.38613 0.00 -0.02 0.00
H -3.57320 -3.56078 0.22707 0.01 0.01 0.00
H -3.11852 1.28089 0.33793 0.05 0.07 -0.03
H -4.11028 -0.80005 -2.10276 0.00 -0.01 0.00
H 0.27127 2.91431 -3.39984 -0.03 0.00 0.00
H -1.35382 6.12572 -2.34580 -0.01 -0.01 -0.01
H 3.51667 -5.57558 1.66561 -0.01 0.01 -0.02
H 5.06648 -4.94141 3.52781 0.01 0.00 0.00
H -2.91715 -2.09177 -2.30747 0.01 0.02 0.01
H -1.58628 5.11604 1.97928 0.00 0.00 0.00
H -3.25534 3.99632 -3.74641 0.00 0.01 0.00
H 4.54141 -0.86064 2.33329 0.00 0.00 0.00
H 5.59496 -2.51438 3.85669 -0.01 0.01 0.00
H 1.34570 1.41410 5.02657 -0.01 0.00 0.00
H 0.13715 5.38372 -2.93100 0.00 0.01 0.01
H -2.02920 5.49928 -0.39548 0.01 0.00 0.00
H -1.26259 5.53364 -4.00554 0.01 0.00 0.00
H 1.45693 -3.20906 3.32216 0.01 0.00 0.01
H -0.12521 1.77911 -1.39177 -0.04 0.04 0.02
H 0.70728 -4.18507 -1.91699 -0.02 -0.01 -0.02
H 1.80265 1.11546 -3.92179 -0.01 -0.01 0.01
H 2.02544 -0.42727 6.51918 0.00 0.00 0.00
H -0.67821 -3.37409 -1.13947 -0.01 0.02 0.01
H -3.46558 4.65509 -2.11701 0.00 -0.01 0.01
H -3.47327 0.40420 1.82547 0.00 0.00 -0.02
H -1.07918 3.15523 -4.51655 0.01 0.00 0.00
H -3.82920 -2.68958 1.73987 0.00 0.00 -0.01
H 0.86879 -0.79628 -5.24272 0.00 0.00 0.00
H -4.66442 0.43865 0.51459 0.01 0.00 0.00
```
Forces are in eV/Å.

Mulliken atomic charge list, values in e, 8 entries:
1 Zn 0.172
2 S -0.415
3 Si 0.233
4 O -0.323
5 O -0.784
6 N 0.476
7 N 0.015
8 N 0.043

Record 2
The following is a quantum chemistry calculation of a molecular structure, C32H36BN14OPPbS3, from the OMol25 dataset.

Output
lowest unoccupied orbital energy (spin up / spin down)	-1.9 / -4.9	eV
frontier orbital gap (spin up / spin down)	8.8 / 5.8	eV
highest occupied orbital energy (spin up / spin down)	-10.687 / -10.685	eV
total charge	+1
2S+1	2

The geometry in XYZ format:
```
89
Properties=species:S:1:pos:R:3:forces:R:3
Pb -1.16931 0.66809 0.45269 -0.20 0.13 0.07
S -1.26713 2.27059 -2.40621 -0.02 -0.09 -0.03
S 1.97951 -2.45583 -2.88197 -0.13 -0.10 -0.02
S 2.04086 -0.64109 -0.58678 -0.14 -0.02 0.22
P 2.85019 -0.72699 -2.40168 0.16 0.16 -0.18
O 4.97028 -1.64301 3.32540 0.02 0.01 0.04
N -5.21153 0.09361 3.49964 -0.11 0.11 -0.04
N -1.69985 1.19188 -4.84585 0.09 -0.04 0.19
N -2.18391 1.99603 2.21709 0.04 -0.11 -0.07
N -3.08824 -0.87030 2.67902 0.02 -0.15 0.02
N -5.06207 0.32961 4.82711 0.07 0.06 0.03
N 0.92501 0.57107 2.27846 0.13 0.07 0.09
N -4.54861 0.46820 1.08909 0.00 0.02 -0.04
N -1.31466 -0.97133 -2.16550 0.18 0.06 -0.05
N 3.16580 0.51305 3.32831 0.14 0.01 0.02
N -3.30945 1.66629 2.89412 0.10 0.17 0.13
N -1.47419 -0.31591 -3.38387 -0.04 0.23 0.00
N -3.64969 0.50992 0.07807 0.10 -0.17 0.05
N -1.78111 0.01532 -5.52920 -0.04 0.04 -0.28
N -1.92719 -1.00343 2.00349 -0.09 0.11 -0.09
C -6.10100 -0.23010 5.41622 -0.01 0.02 0.00
C 1.97347 0.53027 2.76847 -0.31 -0.08 -0.12
C -5.78438 0.67322 0.59963 -0.05 0.16 -0.09
C 2.41205 0.64679 -3.47458 0.04 -0.01 0.02
C -3.63113 2.66595 3.73477 0.04 0.00 0.00
C -1.47959 1.05095 -3.52901 -0.09 -0.02 0.01
C -6.33368 -0.64024 3.27735 -0.05 -0.28 0.08
C 2.78313 1.93438 -3.08688 0.01 -0.04 0.09
C 4.32972 0.50318 2.42344 0.02 -0.01 -0.03
C 4.64367 -0.79489 -2.36446 0.03 0.01 -0.07
C 5.30687 -1.28016 -1.24062 -0.08 -0.05 0.01
C -6.94426 -0.86487 4.48447 0.04 0.02 -0.07
C -1.80298 3.19364 2.64927 0.04 -0.01 -0.05
C 5.36619 -0.42440 -3.49695 -0.03 0.06 -0.04
C -3.28385 -1.96416 3.43914 0.05 0.04 0.03
C 7.40635 -1.01257 -2.37546 0.03 0.02 -0.04
C -5.70173 0.81929 -0.76953 0.04 -0.01 0.08
C -4.33813 0.71073 -1.04042 -0.01 0.10 -0.06
C -1.64002 -0.89508 -4.62901 0.06 -0.09 0.13
C 6.74690 -0.53461 -3.49981 0.04 -0.01 0.02
C 3.35137 -0.31318 4.53533 0.02 -0.05 -0.01
C -1.65913 -2.35786 -4.85377 -0.03 -0.04 -0.01
C 6.68768 -1.38479 -1.24799 -0.01 -0.01 0.02
C -2.22426 -2.83022 3.25480 -0.03 0.04 0.00
C -2.68857 3.66736 3.61316 -0.05 -0.04 0.00
C 1.48887 1.52351 -5.50941 -0.05 -0.03 -0.05
C 1.84677 2.80271 -5.11800 0.01 0.04 0.00
C 2.49084 3.00966 -3.90328 -0.01 0.05 -0.02
C -1.39990 -2.17492 2.34312 0.06 0.00 -0.02
C 1.76130 0.44138 -4.68297 -0.01 -0.09 -0.06
C 3.80978 -1.70753 4.13385 -0.03 0.03 0.00
C 4.73244 -0.93229 2.12620 0.00 0.00 0.10
B -4.05344 0.35790 2.55843 0.00 -0.19 -0.05
H 3.29596 2.09207 -2.14434 -0.01 0.00 -0.01
H 3.00461 -2.22240 3.59021 0.00 0.01 0.01
H 2.41518 -0.34351 5.09003 0.00 0.00 0.01
H -0.91177 3.65367 2.25024 -0.01 0.00 0.01
H 3.93960 -1.42555 1.54344 0.02 0.04 0.11
H -4.14856 -2.05245 4.07468 -0.01 0.01 0.00
H 5.13917 1.03112 2.92973 0.00 -0.02 -0.01
H -0.45209 -2.48054 1.92514 -0.02 0.00 0.01
H -2.64971 4.59810 4.15013 -0.01 -0.01 0.00
H -1.77424 -2.54497 -5.91789 -0.01 0.00 0.00
H 4.06877 -2.29597 5.01233 -0.01 0.01 0.01
H 1.63105 3.64650 -5.76095 0.00 -0.01 0.00
H -3.82309 0.81832 -1.98061 0.03 -0.02 0.00
H 1.48281 -0.56145 -4.98724 0.01 0.02 0.01
H 7.20541 -1.76230 -0.37581 0.01 -0.01 0.00
H 4.07199 1.04073 1.51145 0.01 0.00 0.00
H 4.73830 -1.57765 -0.36814 0.03 -0.01 -0.18
H 8.48530 -1.09612 -2.37815 -0.01 0.00 0.00
H -1.74451 2.07225 -5.32723 -0.01 0.04 -0.03
H -0.73317 -2.81866 -4.50589 -0.01 0.02 0.01
H -6.21216 -0.15751 6.48662 0.01 0.00 -0.01
H 4.10896 0.17635 5.14866 0.00 -0.02 -0.01
H -0.37694 -1.37473 -2.14388 -0.05 -0.09 0.07
H -2.49525 -2.82113 -4.32635 0.01 -0.02 -0.01
H -4.48740 2.58366 4.37815 -0.01 -0.02 0.01
H -7.85931 -1.40098 4.66712 0.01 0.00 -0.01
H 2.76721 4.01048 -3.59971 0.00 -0.01 0.00
H -6.50612 0.99722 -1.46092 0.01 0.00 0.01
H -6.63725 0.73841 1.25258 0.04 0.05 -0.10
H 0.99875 1.35786 -6.46051 0.00 0.00 0.01
H 5.65895 -0.96087 1.55283 -0.02 0.04 0.07
H 7.30752 -0.24482 -4.37833 0.00 0.00 0.01
H 4.85501 -0.04240 -4.37256 0.00 -0.01 0.01
H -2.01147 -1.70506 -2.09573 0.00 0.00 0.04
H -6.59448 -0.99430 2.29431 -0.01 -0.03 0.11
H -2.07312 -3.78813 3.71961 0.00 0.01 0.00
```
Forces are in eV/Å.

Mulliken atomic charge list, values in e, 8 entries:
1 Pb 1.449
2 S -0.250
3 S -0.323
4 S -0.292
5 P 0.655
6 O -0.457
7 N 0.260
8 N 0.394

Ordered ΔE to the lowest compared entry with this formula, charge and spin results: 3.6; 11.0; unit kcal per mole.
Ordered strongest force on any atom results: 0.4; 0.3; unit eV Å⁻¹.